The following is a quantum chemistry calculation of a structure of composition C66H144N8O8 at a distorted geometry, from OMol25.

- Largest force on an atom: 16.23 eV/A
- Highest occupied orbital energy: -0.9052 hartree
- Kohn-Sham gap: 3.43 eV
- M: 1177.9 g/mol
- DFT total energy: -3633.57182 a.u.

Structure (ORCA input):
```
! RIJCOSX wB97M-V def2-TZVPD def2/J DEFGRID3
* xyz 8 1
C -1.419 -2.476 -0.624
C -0.255 -1.656 0.034
C 0.684 -1.186 -1.115
C 1.621 -0.063 -0.732
C 0.713 1.159 -0.382
C -0.122 0.976 0.881
N -0.841 -0.418 0.760
O -1.907 -0.665 1.660
C -1.154 2.161 0.902
C 0.721 1.027 2.233
C 0.644 -2.572 0.917
H -2.101 -2.786 0.168
H -1.057 -3.370 -1.130
H -2.146 -1.881 -1.177
H 0.156 -0.809 -1.990
H 1.254 -2.009 -1.545
H 2.271 0.198 -1.567
H 2.262 -0.311 0.114
H 0.207 1.528 -1.274
H 1.331 2.031 -0.167
H -1.529 2.464 1.880
H -1.963 1.769 0.286
H -0.823 3.106 0.470
H 1.209 1.978 2.443
H 1.530 0.299 2.173
H 0.176 0.751 3.136
H 0.044 -3.022 1.708
H 1.443 -1.992 1.378
H 1.053 -3.344 0.264
C 3.096 2.665 0.580
C 3.630 3.896 1.267
C 3.122 4.977 0.288
C 1.574 5.267 0.337
C 1.281 5.722 1.671
C 1.577 4.664 2.795
N 3.006 4.133 2.615
O 3.543 3.554 3.696
C 0.489 3.451 2.632
C 1.400 5.298 4.123
C 5.181 3.915 1.431
H 2.060 2.376 0.760
H 3.721 1.804 0.817
H 3.090 2.677 -0.510
H 3.421 4.716 -0.727
H 3.629 5.927 0.458
H 1.003 4.422 -0.049
H 1.479 6.105 -0.354
H 0.263 6.100 1.770
H 1.848 6.619 1.922
H 0.787 2.565 3.192
H 0.391 3.028 1.632
H -0.517 3.685 2.980
H 1.987 6.200 4.301
H 1.471 4.559 4.921
H 0.327 5.488 4.127
H 5.499 3.050 2.013
H 5.587 4.766 1.978
H 5.700 3.805 0.479
C -0.370 -6.012 -1.425
C 0.943 -5.127 -1.451
C 2.171 -6.130 -1.807
C 2.396 -6.487 -3.254
C 2.502 -5.162 -4.127
C 1.254 -4.220 -3.963
N 0.901 -4.082 -2.571
O -0.049 -3.046 -2.251
C 0.033 -4.767 -4.761
C 1.752 -2.819 -4.302
C 1.270 -4.438 -0.152
H -0.409 -6.659 -2.301
H -1.257 -5.386 -1.524
H -0.600 -6.477 -0.466
H 1.925 -7.038 -1.257
H 3.127 -5.811 -1.392
H 1.647 -7.250 -3.468
H 3.263 -7.148 -3.256
H 2.683 -5.389 -5.177
H 3.382 -4.653 -3.734
H 0.271 -5.574 -5.454
H -0.172 -4.030 -5.537
H -0.928 -4.840 -4.250
H 1.008 -2.031 -4.181
H 2.093 -2.826 -5.337
H 2.627 -2.502 -3.735
H 0.498 -3.804 0.285
H 2.177 -3.837 -0.214
H 1.405 -5.242 0.572
C -0.012 -0.351 3.858
C 0.656 -1.484 4.595
C -0.324 -1.858 5.790
C -0.221 -3.198 6.527
C -0.112 -4.370 5.528
C 0.908 -4.191 4.362
N 0.745 -2.802 3.766
O 1.454 -2.522 2.579
C 0.706 -5.177 3.229
C 2.259 -4.300 5.032
C 2.011 -1.105 5.161
H -0.896 -0.650 3.295
H 0.652 0.163 3.164
H -0.377 0.426 4.529
H -1.250 -1.935 5.220
H -0.421 -0.972 6.418
H -1.076 -3.313 7.194
H 0.688 -3.198 7.129
H -1.139 -4.538 5.204
H 0.113 -5.296 6.059
H 1.487 -5.084 2.475
H -0.212 -5.104 2.647
H 0.786 -6.154 3.705
H 3.064 -4.280 4.298
H 2.288 -5.279 5.509
H 2.559 -3.632 5.839
H 2.248 -1.684 6.054
H 1.946 -0.051 5.431
H 2.798 -1.191 4.412
C -1.822 2.511 -1.854
C -1.659 1.539 -3.052
C -0.569 0.572 -2.771
C -0.571 -0.821 -3.416
C -1.936 -1.559 -3.342
C -3.064 -0.627 -3.838
N -2.985 0.773 -3.225
O -4.200 1.527 -3.242
C -4.288 -1.406 -3.493
C -3.007 -0.562 -5.377
C -1.279 2.370 -4.316
H -2.588 3.235 -2.131
H -0.935 3.099 -1.615
H -2.341 2.037 -1.021
H -0.562 0.448 -1.688
H 0.414 1.011 -2.940
H 0.203 -1.419 -2.933
H -0.226 -0.724 -4.445
H -2.237 -1.950 -2.370
H -1.833 -2.393 -4.036
H -5.161 -0.859 -3.848
H -4.486 -1.388 -2.422
H -4.279 -2.439 -3.839
H -3.794 0.068 -5.792
H -3.213 -1.518 -5.858
H -2.126 -0.092 -5.814
H -2.131 3.004 -4.564
H -1.136 1.786 -5.225
H -0.354 2.931 -4.191
C -3.858 7.573 3.208
C -2.641 6.737 2.659
N -2.646 5.247 3.068
C -2.659 5.109 4.612
C -3.937 4.421 2.539
C -3.739 2.908 2.696
C -1.280 4.734 2.475
C -1.060 4.969 0.920
O -2.239 4.543 0.224
C -1.909 4.354 -1.155
H -4.854 7.131 3.181
H -3.995 8.517 2.679
H -3.715 7.926 4.229
H -1.683 7.078 3.055
H -2.686 6.942 1.590
H -3.652 5.420 4.938
H -1.968 5.908 4.879
H -2.361 4.107 4.921
H -4.147 4.744 1.519
H -4.757 4.822 3.134
H -4.727 2.450 2.746
H -3.330 2.561 3.645
H -3.135 2.347 1.983
H -1.191 3.708 2.831
H -0.443 5.248 2.949
H -0.202 4.363 0.629
H -0.825 6.017 0.734
H -2.813 4.379 -1.764
H -1.439 3.375 -1.258
H -1.222 5.068 -1.611
C 3.819 2.426 -4.095
C 3.699 1.869 -2.624
N 4.725 0.719 -2.208
C 6.155 1.172 -2.083
C 4.280 0.068 -0.892
C 4.359 1.022 0.358
C 4.788 -0.455 -3.266
C 3.494 -1.223 -3.513
O 2.501 -0.413 -4.045
C 1.368 -1.069 -4.672
H 3.653 1.698 -4.889
H 4.730 2.982 -4.317
H 3.006 3.137 -4.240
H 2.727 1.426 -2.407
H 3.916 2.606 -1.851
H 6.615 1.325 -3.059
H 6.677 0.405 -1.510
H 6.197 2.059 -1.451
H 4.771 -0.900 -0.794
H 3.248 -0.182 -1.139
H 5.337 1.469 0.535
H 3.963 0.540 1.252
H 3.592 1.772 0.164
H 5.506 -1.128 -2.798
H 5.125 -0.123 -4.248
H 3.045 -1.668 -2.625
H 3.707 -2.075 -4.158
H 0.873 -0.272 -5.227
H 0.642 -1.383 -3.923
H 1.638 -1.888 -5.338
C -4.482 -2.135 -1.329
N -4.594 -2.851 0.015
C -3.750 -4.142 0.150
C -4.200 -1.909 1.189
C -6.060 -3.252 0.252
C -6.772 -3.835 -0.964
O -6.101 -4.894 -1.677
H -4.704 -2.812 -2.154
H -3.455 -1.774 -1.385
H -5.152 -1.276 -1.369
H -3.823 -4.528 1.167
H -2.718 -3.805 0.058
H -3.786 -4.788 -0.727
H -4.876 -1.058 1.103
H -3.180 -1.534 1.107
H -4.250 -2.444 2.138
H -6.619 -2.388 0.612
H -6.060 -3.869 1.150
H -7.184 -3.059 -1.609
H -7.708 -4.176 -0.522
H -5.926 -5.652 -1.115
*
```



The following is a quantum chemistry calculation of a structure of composition C3H4FKO2 at a distorted geometry, from OMol25.

- Largest force on an atom: 2.83 eV/A
- Highest occupied orbital energy (spin up / spin down): -0.5129 / -0.4992 hartree
- <S²>: 0.7542
- Kohn-Sham gap (spin up / spin down): 10.10 / 8.44 eV
- M: 130.2 g/mol
- DFT total energy: -966.62855 a.u.

Structure (ORCA input):
```
! RIJCOSX wB97M-V def2-TZVPD def2/J DEFGRID3
* xyz 1 2
O -1.554 -0.771 -1.034
K -0.106 2.745 -0.910
C -1.039 0.075 -0.233
C -2.903 -1.274 -1.022
H -3.470 -0.945 -0.149
H -2.801 -2.359 -1.079
F -1.488 -0.112 0.997
C -3.707 -0.673 -2.413
O -3.006 0.162 -3.161
H -3.996 -1.542 -3.047
H -4.639 -0.212 -2.028
*
```



The following is a quantum chemistry calculation of the molecule C18H11BrN6O7 at a distorted geometry, from OMol25.

- SMILES: O=C(NC(=O)c1ccccc1[N+](=O)[O-])Nc1ccc(Oc2ccc(Br)nn2)c([N+](=O)[O-])c1
- Largest force on an atom: 2.92 eV/A
- Highest occupied orbital energy: -0.3323 hartree
- Kohn-Sham gap: 7.87 eV
- M: 503.2 g/mol
- DFT total energy: -4121.56024 a.u.

Structure (ORCA input):
```
! RIJCOSX wB97M-V def2-TZVPD def2/J DEFGRID3
* xyz 0 1
O -0.170 2.266 -0.921
C -0.107 1.164 -1.393
N 0.210 1.125 -2.719
C 0.322 -0.018 -3.474
O -0.019 -1.126 -3.077
C 1.008 0.123 -4.800
C 2.337 0.589 -4.837
C 3.087 0.760 -6.009
C 2.477 0.411 -7.223
C 1.163 -0.071 -7.262
C 0.400 -0.158 -6.072
N -0.955 -0.589 -6.189
O -1.255 -1.420 -7.033
O -1.789 -0.106 -5.418
N -0.343 0.051 -0.662
C -0.189 -0.201 0.719
C -0.644 -1.463 1.200
C -0.610 -1.786 2.559
C -0.106 -0.867 3.482
O -0.125 -1.262 4.767
C -1.132 -0.766 5.566
C -0.996 -1.091 6.923
C -1.952 -0.571 7.808
C -2.986 0.227 7.313
Br -4.325 0.976 8.447
N -2.994 0.535 6.013
N -2.152 -0.004 5.131
C 0.414 0.377 3.022
N 1.069 1.309 3.905
O 1.545 0.858 4.962
O 1.114 2.510 3.540
C 0.336 0.691 1.637
H 0.333 2.017 -3.195
H 2.830 0.776 -3.892
H 4.143 1.089 -5.930
H 3.070 0.485 -8.118
H 0.766 -0.412 -8.237
H -0.460 -0.746 -1.263
H -1.045 -2.147 0.472
H -0.959 -2.763 2.887
H -0.134 -1.659 7.258
H -1.868 -0.758 8.865
H 0.693 1.644 1.251
*
```



The following is a quantum chemistry calculation of the molecule C4H8O2, from OMol25.

- SMILES: COC[C@H]1CO1
- Largest force on an atom: 0.42 eV/A
- Highest occupied orbital energy: -0.3724 hartree
- Kohn-Sham gap: 11.19 eV
- M: 88.1 g/mol
- DFT total energy: -307.61926 a.u.

Structure (ORCA input):
```
! RIJCOSX wB97M-V def2-TZVPD def2/J DEFGRID3
* xyz 0 1
C -2.293 0.408 -0.205
O -1.050 -0.146 -0.551
C -0.126 -0.093 0.508
C 1.147 -0.742 0.049
C 2.247 0.065 -0.460
O 2.294 -0.486 0.848
H -2.744 -0.096 0.665
H -2.201 1.480 0.025
H -2.965 0.281 -1.058
H -0.528 -0.616 1.389
H 0.102 0.945 0.803
H 1.054 -1.762 -0.323
H 2.128 1.144 -0.513
H 2.934 -0.382 -1.178
*
```



The following is a quantum chemistry calculation of the molecule C15H16Cl2N4O2 at a distorted geometry, from OMol25.

- SMILES: O=C1CCC[C@@H](C(=O)NC2=NN(c3ccc(Cl)c(Cl)c3)CC2)N1
- Largest force on an atom: 6.05 eV/A
- Highest occupied orbital energy: -0.2805 hartree
- Kohn-Sham gap: 7.99 eV
- M: 355.2 g/mol
- DFT total energy: -1871.01259 a.u.

Structure (ORCA input):
```
! RIJCOSX wB97M-V def2-TZVPD def2/J DEFGRID3
* xyz 0 1
O -0.960 -1.803 -6.136
C -0.527 -1.915 -5.015
C 0.899 -2.512 -4.797
C 0.903 -3.313 -3.524
C 0.389 -2.437 -2.379
C -1.050 -1.901 -2.597
C -1.322 -0.716 -1.729
O -1.958 0.207 -2.259
N -0.911 -0.762 -0.489
C -0.981 0.286 0.451
N -0.205 0.143 1.522
N -0.375 1.310 2.198
C 0.298 1.837 3.379
C 0.580 3.243 3.628
C 1.335 3.573 4.736
C 2.033 2.587 5.502
Cl 3.363 2.985 6.591
C 1.765 1.246 5.256
Cl 2.709 0.009 5.884
C 1.021 0.858 4.125
C -1.437 2.229 1.681
C -1.761 1.541 0.364
N -1.399 -1.689 -4.019
H 1.095 -3.243 -5.590
H 1.695 -1.691 -4.833
H 0.556 -4.216 -3.791
H 1.983 -3.587 -3.212
H 0.409 -2.951 -1.459
H 1.098 -1.494 -2.098
H -1.656 -2.682 -2.289
H -0.350 -1.520 -0.180
H 0.120 4.068 3.046
H 1.682 4.587 4.884
H 0.825 -0.160 3.942
H -2.257 2.405 2.344
H -0.982 3.141 1.403
H -1.582 2.092 -0.581
H -2.831 1.294 0.280
H -2.213 -1.049 -4.235
*
```



The following is a quantum chemistry calculation of a cluster of 12 separate species, C7H34F3O14S in total at a distorted geometry, from OMol25.

- Largest force on an atom: 1.32 eV/A
- Highest occupied orbital energy: -0.2840 hartree
- Kohn-Sham gap: 10.13 eV
- M: 431.4 g/mol
- DFT total energy: -2038.38925 a.u.

Structure (ORCA input):
```
! RIJCOSX wB97M-V def2-TZVPD def2/J DEFGRID3
* xyz -1 1
C 0.497 -0.544 -0.688
F -0.269 0.538 -0.546
F -0.270 -1.570 -1.090
F 1.388 -0.323 -1.643
S 1.364 -0.941 0.874
O 2.146 0.240 1.122
O 0.298 -1.244 1.820
O 2.171 -2.104 0.574
O 4.730 -2.644 1.482
H 5.182 -3.059 0.741
H 3.822 -2.488 1.151
O -1.584 -3.326 0.975
H -0.633 -3.382 1.118
H -1.773 -2.384 1.043
O 1.992 -2.287 4.357
H 1.387 -1.711 3.875
H 1.897 -3.140 3.922
O 0.075 1.585 2.930
H -0.077 0.671 2.661
H 0.943 1.786 2.569
O 3.097 2.946 -0.077
H 2.955 2.254 0.583
H 3.564 2.484 -0.782
O -1.726 -1.709 3.783
H -1.671 -2.647 3.989
H -0.886 -1.507 3.348
O 0.113 -4.689 -0.994
H -0.466 -3.915 -0.963
H -0.491 -5.431 -0.884
O 4.990 0.291 1.795
H 4.040 0.375 1.633
H 5.116 -0.671 1.770
O 2.753 -5.383 -0.490
H 1.968 -5.674 -0.968
H 2.401 -4.743 0.137
C 0.093 5.290 -2.474
C 0.018 3.800 -2.215
C 0.823 2.961 -3.172
O 0.332 3.533 -0.854
H -0.566 5.794 -1.751
H -0.395 5.599 -3.407
H 1.095 5.683 -2.317
H -1.024 3.487 -2.379
H 0.588 3.182 -4.215
H 0.616 1.900 -2.991
H 1.918 3.013 -3.091
H 1.216 3.132 -0.826
C -3.358 0.486 0.068
C -4.620 1.016 -0.591
C -4.899 0.397 -1.937
O -5.729 0.801 0.311
H -2.876 1.189 0.737
H -2.676 0.145 -0.716
H -3.588 -0.456 0.575
H -4.581 2.101 -0.742
H -4.954 -0.695 -1.941
H -4.126 0.674 -2.658
H -5.854 0.765 -2.333
H -6.498 0.553 -0.209
*
```